# 1
Entry from the OMol25 dataset: 8 unconnected molecules or ions with the total composition C29H72N2O13 (the ωB97M-V functional and the def2-TZVPD basis).

* HOMO energy: -8.31 eV
* charge: 0
* lowest unoccupied orbital energy: 0.264 eV
* relative energy (zero: lowest compared OMol25 entry of this formula, charge and spin): 0.000 eV
* orbital gap: 8.6 eV

Atoms and positions in Å:
1 C -0.679 -4.107 0.054
2 C -2.084 -3.610 0.382
3 C -2.975 -4.821 0.541
4 C -2.053 -2.741 1.668
5 C -3.397 -2.004 1.834
6 C -3.711 -1.140 0.623
7 C -3.759 -1.993 -0.655
8 C -5.059 -2.835 -0.737
9 C -3.741 -1.025 -1.836
10 N -2.537 -2.746 -0.758
11 O -2.632 -3.574 -1.936
12 H -0.028 -3.274 -0.218
13 H -0.165 -4.646 0.877
14 H -0.727 -4.794 -0.787
15 H -2.636 -5.473 1.328
16 H -3.925 -4.516 0.922
17 H -3.066 -5.380 -0.367
18 H -1.956 -3.430 2.523
19 H -1.188 -2.029 1.675
20 H -4.199 -2.772 1.888
21 H -3.476 -1.461 2.779
22 H -2.983 -0.298 0.426
23 H -4.704 -0.735 0.524
24 H -5.415 -3.123 0.237
25 H -4.927 -3.673 -1.395
26 H -5.798 -2.178 -1.102
27 H -3.759 -1.349 -2.886
28 H -2.791 -0.485 -1.760
29 H -4.529 -0.249 -1.683
30 H -1.976 -3.219 -2.552
31 C -2.488 5.644 2.644
32 C -1.942 4.397 1.945
33 C -2.862 3.929 0.757
34 C -0.556 4.790 1.474
35 C 0.391 3.732 1.077
36 C 0.543 2.823 2.290
37 C -0.843 2.308 2.759
38 C -1.438 1.249 1.768
39 C -0.597 1.648 4.122
40 N -1.731 3.398 2.988
41 O -2.979 2.897 3.507
42 H -3.507 5.499 2.969
43 H -1.856 5.889 3.501
44 H -2.509 6.464 1.950
45 H -3.287 4.736 0.162
46 H -2.323 3.227 0.087
47 H -3.689 3.344 1.137
48 H -0.741 5.476 0.689
49 H -0.110 5.360 2.333
50 H -0.004 3.195 0.213
51 H 1.364 4.221 0.770
52 H 1.021 3.408 3.057
53 H 1.169 1.946 2.166
54 H -0.728 0.430 1.835
55 H -1.584 1.679 0.765
56 H -2.373 0.976 2.148
57 H -1.470 1.111 4.504
58 H -0.540 2.435 4.802
59 H 0.248 0.949 4.161
60 H -3.177 2.113 2.998
61 O 3.968 -1.531 -0.868
62 C 4.433 -1.155 -2.134
63 C 5.743 -1.842 -2.280
64 O 5.509 -3.322 -2.158
65 H 3.110 -1.083 -0.830
66 H 3.842 -1.463 -2.981
67 H 4.548 -0.087 -2.304
68 H 6.558 -1.595 -1.558
69 H 6.059 -1.661 -3.286
70 H 4.731 -3.383 -1.616
71 O 1.296 -1.449 2.046
72 C 2.424 -0.756 2.531
73 C 2.976 -1.504 3.715
74 O 1.969 -1.440 4.732
75 H 0.703 -1.777 2.708
76 H 3.143 -0.781 1.746
77 H 2.193 0.273 2.830
78 H 3.940 -1.113 4.045
79 H 3.091 -2.534 3.411
80 H 2.256 -1.825 5.549
81 O -0.780 -2.541 -3.914
82 C 0.240 -2.257 -2.984
83 C 1.195 -3.425 -2.842
84 O 1.752 -3.601 -4.126
85 H -0.428 -3.012 -4.678
86 H 0.758 -1.342 -3.376
87 H -0.265 -1.969 -2.049
88 H 0.585 -4.220 -2.445
89 H 2.028 -3.200 -2.155
90 H 2.608 -4.048 -4.019
91 O -0.657 3.005 -2.862
92 C -1.188 1.866 -3.478
93 C -0.494 1.505 -4.779
94 O 0.786 1.071 -4.469
95 H 0.236 2.907 -2.588
96 H -1.268 0.958 -2.814
97 H -2.209 2.179 -3.609
98 H -0.545 2.408 -5.400
99 H -1.137 0.736 -5.227
100 H 1.241 0.868 -5.295
101 O 4.387 2.337 -1.535
102 C 5.171 3.051 -0.605
103 C 5.315 2.131 0.600
104 O 4.013 1.794 1.010
105 H 4.430 2.919 -2.284
106 H 6.120 3.281 -1.051
107 H 4.618 3.951 -0.359
108 H 5.788 2.545 1.516
109 H 5.932 1.288 0.231
110 H 3.592 1.221 0.306
111 C 0.777 0.652 -0.729
112 O 1.240 -0.689 -0.453
113 H -0.339 0.708 -0.745
114 H 1.256 1.374 -0.013
115 H 1.157 0.859 -1.751
116 H 1.063 -0.875 0.491

# 2
Entry from the OMol25 dataset: a molecular structure, C4H8N2OS (the ωB97M-V functional and the def2-TZVPD basis).

* HOMO energy: -9.25 eV
* charge: 0
* lowest unoccupied orbital energy: -0.107 eV
* relative energy (zero: lowest compared OMol25 entry of this formula, charge and spin): 3.357 eV
* orbital gap: 9.1 eV

Atoms and positions in Å:
1 C 1.713 -0.893 -0.397
2 C -0.534 -0.539 -0.206
3 C -1.080 0.766 0.220
4 C -1.505 -1.639 0.080
5 H 3.275 -0.730 1.101
6 H 3.821 -0.256 -0.323
7 H 1.398 -0.889 -1.507
8 H -0.333 -0.628 -1.365
9 H -2.079 0.964 -0.081
10 H -1.194 0.709 1.311
11 H 0.468 2.285 1.524
12 H -1.292 -2.694 0.264
13 N 3.117 -0.916 0.107
14 N 0.798 -0.688 0.426
15 O -2.657 -1.329 -0.041
16 S -0.111 2.308 -0.157

# 3
Entry from the OMol25 dataset: a molecular structure, C8H10N2OPbS4 (the ωB97M-V functional and the def2-TZVPD basis).

* HOMO energy: -6.74 eV
* charge: 0
* lowest unoccupied orbital energy: -0.506 eV
* relative energy (zero: lowest compared OMol25 entry of this formula, charge and spin): 0.094 eV
* orbital gap: 6.2 eV

Atoms and positions in Å:
1 Pb 5.538 8.060 7.754
2 C 5.065 4.030 6.180
3 C 5.622 5.410 5.847
4 O 4.979 6.480 5.864
5 N 6.949 5.434 5.443
6 C 7.686 6.601 5.084
7 C 8.338 7.189 6.279
8 C 9.328 6.515 7.056
9 C 9.795 7.134 8.212
10 C 9.380 8.427 8.431
11 C 8.445 9.043 7.597
12 N 7.956 8.463 6.504
13 H 4.898 3.525 5.225
14 H 4.182 4.053 6.791
15 H 5.900 3.408 6.697
16 H 7.494 4.600 5.535
17 H 7.011 7.400 4.712
18 H 8.490 6.398 4.334
19 H 9.743 5.548 6.775
20 H 10.410 6.591 8.917
21 H 9.806 9.033 9.232
22 H 8.121 10.021 7.836
23 S 6.367 9.535 10.207
24 S 5.988 11.293 9.259
25 S 3.956 11.353 8.545
26 S 3.943 10.067 7.049

# 4
Entry from the OMol25 dataset: a molecular structure, C21H31Br4F12O10V (the ωB97M-V functional and the def2-TZVPD basis).

* HOMO energy (alpha / beta): -9.49 / -11.35 eV
* charge: +1
* lowest unoccupied orbital energy (alpha / beta): -4.200 / -4.200 eV
* expectation value of S²: 0.76
* spin multiplicity: 2
* orbital gap (alpha / beta): 5.3 / 7.2 eV

Atoms and positions in Å:
1 O 10.135 12.891 8.406
2 V 10.985 13.642 9.657
3 C 12.342 4.164 6.200
4 O 12.226 12.999 10.043
5 H 12.348 5.039 5.474
6 H 11.626 3.163 6.271
7 H 13.478 3.915 6.179
8 Br 14.355 15.187 12.878
9 C 16.140 14.664 13.491
10 C 17.318 15.457 12.839
11 Br 17.312 15.599 10.930
12 H 16.223 13.635 13.192
13 H 16.135 14.740 14.572
14 H 18.263 14.932 13.063
15 H 17.442 16.439 13.184
16 Br 17.822 4.445 9.678
17 C 17.532 4.772 8.018
18 C 18.024 5.968 7.409
19 Br 20.015 6.179 7.687
20 H 16.774 4.277 7.404
21 H 12.290 4.648 7.178
22 H 17.690 6.895 7.832
23 H 17.804 5.973 6.381
24 C 7.807 17.888 7.265
25 C 8.283 17.061 8.435
26 O 9.496 17.652 9.042
27 C 10.296 16.837 9.694
28 O 10.096 15.615 9.886
29 C 11.589 17.732 10.105
30 F 12.162 18.086 8.914
31 F 11.176 18.808 10.810
32 F 12.513 17.036 10.795
33 H 6.943 17.436 6.730
34 H 8.555 18.128 6.534
35 H 7.437 18.853 7.645
36 H 8.655 16.147 8.109
37 H 7.553 16.967 9.236
38 C 12.831 17.916 5.299
39 C 12.118 16.743 5.988
40 O 13.084 15.645 5.953
41 C 12.904 14.743 6.907
42 O 12.140 14.896 7.853
43 C 13.850 13.556 6.699
44 F 14.510 13.752 5.561
45 F 14.820 13.359 7.625
46 F 13.093 12.520 6.712
47 H 12.118 18.793 5.193
48 H 13.227 17.673 4.311
49 H 13.606 18.215 5.971
50 H 11.300 16.378 5.413
51 H 11.784 17.020 6.962
52 C 15.800 7.553 11.227
53 C 15.404 7.068 12.639
54 O 14.960 8.269 13.337
55 C 15.027 8.377 14.661
56 O 15.433 7.572 15.459
57 C 14.583 9.811 15.119
58 F 14.523 10.701 14.146
59 F 13.365 9.713 15.689
60 F 15.380 10.312 16.052
61 H 14.922 8.036 10.746
62 H 16.009 6.684 10.625
63 H 16.580 8.369 11.217
64 H 16.101 6.439 13.208
65 H 14.421 6.483 12.519
66 C 9.125 10.569 14.390
67 C 9.874 11.246 13.301
68 O 8.677 11.612 12.314
69 C 8.743 12.581 11.509
70 O 9.798 13.137 11.233
71 C 7.337 12.822 10.708
72 F 7.222 13.909 10.040
73 F 7.304 11.744 9.935
74 F 6.324 12.840 11.660
75 H 8.350 11.309 14.745
76 H 9.770 10.387 15.194
77 H 8.707 9.702 13.946
78 H 10.445 10.564 12.784
79 H 10.311 12.202 13.524

# 5
Entry from the OMol25 dataset: 9 unconnected molecules or ions with the total composition C69H88F6N14O13S6 (the ωB97M-V functional and the def2-TZVPD basis).

* HOMO energy (alpha / beta): -18.88 / -18.88 eV
* charge: +7
* lowest unoccupied orbital energy (alpha / beta): -15.815 / -15.818 eV
* expectation value of S²: 0.76
* relative energy (zero: lowest compared OMol25 entry of this formula, charge and spin): 1.827 eV
* spin multiplicity: 2
* orbital gap (alpha / beta): 3.1 / 3.1 eV

Atoms and positions in Å:
1 C 1.961 -1.258 2.168
2 C 0.585 -0.476 2.283
3 C 0.823 0.807 3.231
4 C 1.543 1.830 2.346
5 C 0.865 2.113 1.016
6 C 0.696 0.849 0.117
7 N 0.012 -0.060 0.970
8 O -0.587 -1.155 0.301
9 C 2.077 0.553 -0.568
10 C -0.201 1.323 -1.073
11 C -0.314 -1.304 3.216
12 H 2.207 -1.533 1.142
13 H 2.044 -2.260 2.587
14 H 2.675 -0.846 2.881
15 H 1.543 0.543 4.006
16 H -0.052 1.127 3.796
17 H 2.546 1.481 2.099
18 H 1.697 2.740 2.925
19 H 1.382 2.874 0.432
20 H -0.161 2.404 1.242
21 H 2.040 -0.235 -1.320
22 H 2.871 0.288 0.131
23 H 2.454 1.347 -1.212
24 H -1.241 1.391 -0.754
25 H -0.061 0.649 -1.917
26 H 0.072 2.288 -1.500
27 H -1.293 -0.888 3.452
28 H 0.097 -1.553 4.195
29 H -0.578 -2.300 2.860
30 C 7.619 -3.782 -1.931
31 N 6.271 -4.084 -1.387
32 C 6.188 -4.950 -0.307
33 C 4.935 -5.357 0.216
34 C 3.741 -4.728 -0.240
35 C 3.897 -3.769 -1.240
36 C 5.174 -3.490 -1.891
37 C 2.361 -5.170 0.166
38 C 1.334 -4.259 0.338
39 C 0.138 -4.578 0.871
40 N -0.156 -5.888 1.162
41 C 0.875 -6.795 1.132
42 C 2.123 -6.516 0.639
43 C -1.464 -6.315 1.575
44 H 8.365 -4.396 -1.426
45 H 7.755 -2.780 -1.525
46 H 7.610 -3.971 -3.004
47 H 7.125 -5.292 0.106
48 H 4.814 -6.109 0.982
49 H 3.046 -3.217 -1.612
50 H 5.377 -3.003 -2.833
51 H 1.500 -3.231 0.054
52 H -0.701 -3.932 1.088
53 H 0.613 -7.719 1.625
54 H 2.984 -7.167 0.636
55 H -1.429 -6.486 2.650
56 H -1.803 -7.194 1.027
57 H -2.099 -5.464 1.329
58 C -4.409 7.192 1.259
59 N -3.107 6.902 0.669
60 C -2.887 7.083 -0.640
61 C -1.601 6.756 -1.195
62 C -0.601 6.180 -0.377
63 C -0.849 6.152 0.963
64 C -2.066 6.548 1.473
65 C 0.651 5.677 -0.932
66 C 0.641 4.955 -2.101
67 C 1.850 4.722 -2.727
68 N 3.046 5.036 -2.133
69 C 3.064 5.768 -0.962
70 C 1.858 6.081 -0.318
71 C 4.418 4.669 -2.596
72 H -4.210 7.927 2.038
73 H -4.657 6.183 1.590
74 H -5.142 7.458 0.497
75 H -3.710 7.557 -1.155
76 H -1.451 7.076 -2.215
77 H -0.067 5.940 1.677
78 H -2.270 6.460 2.530
79 H -0.290 4.537 -2.455
80 H 1.961 4.225 -3.680
81 H 4.037 6.002 -0.556
82 H 1.933 6.568 0.643
83 H 4.512 4.019 -3.465
84 H 5.017 4.182 -1.826
85 H 5.018 5.571 -2.707
86 C -1.611 -3.115 -2.776
87 N -0.887 -2.535 -3.867
88 C -1.196 -2.947 -5.149
89 C -0.561 -2.365 -6.248
90 C 0.394 -1.398 -6.123
91 C 0.806 -1.155 -4.785
92 C 0.090 -1.675 -3.698
93 C 0.989 -0.723 -7.289
94 C 0.201 -0.175 -8.318
95 C 0.841 0.362 -9.473
96 N 2.173 0.486 -9.538
97 C 2.917 -0.092 -8.575
98 C 2.362 -0.735 -7.413
99 C 2.890 1.259 -10.635
100 H -1.099 -4.048 -2.539
101 H -2.604 -3.120 -3.226
102 H -1.596 -2.523 -1.860
103 H -1.953 -3.715 -5.206
104 H -0.850 -2.630 -7.254
105 H 1.583 -0.430 -4.595
106 H 0.418 -1.439 -2.697
107 H -0.868 -0.308 -8.241
108 H 0.256 0.538 -10.364
109 H 3.988 -0.082 -8.707
110 H 3.038 -0.990 -6.611
111 H 2.178 1.983 -11.032
112 H 3.323 0.688 -11.457
113 H 3.665 1.939 -10.283
114 C -2.894 1.063 2.206
115 N -3.464 1.149 0.871
116 C -3.486 0.023 0.205
117 C -3.806 -0.055 -1.167
118 C -4.340 1.086 -1.800
119 C -4.302 2.309 -1.069
120 C -3.940 2.286 0.311
121 C -4.616 1.111 -3.254
122 C -5.863 1.518 -3.797
123 C -6.091 1.476 -5.204
124 N -5.129 1.020 -6.052
125 C -3.970 0.471 -5.526
126 C -3.662 0.514 -4.144
127 C -5.388 0.920 -7.555
128 H -3.659 1.495 2.852
129 H -2.015 1.705 2.259
130 H -2.606 0.029 2.392
131 H -3.008 -0.819 0.684
132 H -3.690 -1.014 -1.650
133 H -4.599 3.230 -1.549
134 H -3.929 3.082 1.040
135 H -6.592 1.915 -3.106
136 H -7.055 1.795 -5.572
137 H -3.374 -0.101 -6.221
138 H -2.772 0.166 -3.641
139 H -6.452 0.690 -7.611
140 H -4.785 0.182 -8.083
141 H -5.154 1.916 -7.931
142 C 0.767 0.457 8.548
143 N -0.568 0.189 8.024
144 C -0.869 0.512 6.759
145 C -2.093 0.172 6.148
146 C -3.132 -0.381 6.934
147 C -2.758 -0.587 8.280
148 C -1.501 -0.328 8.816
149 C -4.503 -0.729 6.416
150 C -5.017 -1.992 6.639
151 C -6.268 -2.402 6.107
152 N -6.825 -1.485 5.210
153 C -6.281 -0.279 4.901
154 C -5.088 0.114 5.523
155 C -8.082 -1.836 4.571
156 H 1.432 0.540 7.689
157 H 1.251 -0.366 9.075
158 H 0.725 1.387 9.115
159 H -0.017 0.967 6.275
160 H -2.294 0.522 5.146
161 H -3.522 -1.040 8.895
162 H -1.257 -0.638 9.821
163 H -4.354 -2.557 7.278
164 H -6.654 -3.404 6.224
165 H -6.706 0.137 4.000
166 H -4.827 1.145 5.333
167 H -8.095 -2.081 3.509
168 H -8.784 -1.027 4.775
169 H -8.504 -2.622 5.197
170 N 3.079 -6.433 5.665
171 S 3.222 -5.142 4.943
172 O 2.029 -4.328 4.576
173 O 4.415 -4.862 4.218
174 F 3.614 -4.328 6.264
175 S 2.570 -7.312 4.404
176 O 3.466 -7.449 3.253
177 O 1.140 -7.176 4.242
178 F 2.784 -8.732 5.041
179 N 6.239 -0.761 -3.110
180 S 6.147 -1.165 -4.792
181 O 5.819 -0.112 -5.728
182 O 5.731 -2.513 -5.096
183 F 7.734 -1.198 -5.028
184 S 4.904 -0.039 -3.190
185 O 3.753 -0.775 -3.601
186 O 4.876 1.377 -3.383
187 F 4.561 -0.287 -1.622
188 N 1.926 5.319 6.125
189 S 1.381 3.704 6.238
190 O 2.424 2.719 6.280
191 O 0.107 3.285 5.663
192 F 0.988 3.814 7.775
193 S 2.271 5.138 4.686
194 O 1.358 5.457 3.630
195 O 3.296 4.170 4.239
196 F 3.164 6.497 4.622

# 6
Entry from the OMol25 dataset: C6H8N2 in the gas phase (the ωB97M-V functional and the def2-TZVPD basis).

* HOMO energy: -9.07 eV
* charge: 0
* lowest unoccupied orbital energy: 0.804 eV
* relative energy (zero: lowest compared OMol25 entry of this formula, charge and spin): 1.866 eV
* orbital gap: 9.9 eV

Atoms and positions in Å:
1 N -3.500 0.400 0.136
2 C -2.373 0.201 0.050
3 C -0.985 0.049 -0.074
4 C -0.065 1.243 -0.214
5 C 1.319 0.684 0.148
6 C 1.006 -0.593 0.958
7 N -0.279 -1.097 0.512
8 C -0.386 -1.393 -0.897
9 H -0.378 2.014 0.492
10 H -0.106 1.664 -1.218
11 H 1.887 0.446 -0.751
12 H 1.905 1.384 0.736
13 H 1.771 -1.363 0.854
14 H 0.897 -0.350 2.017
15 H -1.138 -2.108 -1.174
16 H 0.425 -1.182 -1.575

| no. | E_tot (eV) | maximum force (eV/Å) |
| --- | --- | --- |
| 1 | -60832.747 | 2.669 |
| 2 | -20137.477 | 4.691 |
| 3 | -62075.323 | 2.663 |
| 4 | -381212.765 | 11.180 |
| 5 | -201684.711 | 11.641 |
| 6 | -9329.842 | 4.446 |